The following is a quantum chemistry calculation of one molecule with the formula C4H2FNO2S in a non-equilibrium geometry, from OMol25.

Element x y z (Å)
H (2.564, -0.531, 0.202)
N (-1.726, 1.253, 0.022)
C (-0.754, 0.270, -0.049)
H (0.758, 1.707, 0.109)
F (1.403, -2.894, -0.004)
C (0.817, -1.730, -0.066)
C (1.479, -0.510, -0.065)
C (0.583, 0.612, -0.029)
O (-2.923, 1.025, -0.069)
S (-0.918, -1.624, -0.024)
O (-1.283, 2.422, -0.027)

* SMILES string: O=[N+]([O-])c1ccc(F)s1
* ΔE to the lowest compared entry with this formula, charge and spin: 12.4 kcal per mole
* energy: -23313.7532 eV
* Kohn-Sham gap: 8.685 eV
* E_LUMO: -0.0421 hartree